[1]
A molecular structure, C42H28HgN2O2S4 in a non-equilibrium geometry. Source: OMol25; level of theory: ωB97M-V/def2-TZVPD.

Its total energy is -98599.1571 eV. The expectation value of S² is 0.7568. For the molar mass, the calculation gives 921.56 g/mol. Its charge is -1. The spin multiplicity is 2.

Each line ends with the Löwdin charge.
CARTESIAN COORDINATES (ANGSTROEM)
Hg 9.759 10.455 11.198  0.42
C 14.221 8.180 15.267  -0.04
C 14.897 9.518 14.907  -0.22
C 15.877 9.460 13.927  -0.06
C 16.429 10.569 13.429  -0.07
C 15.986 11.826 13.939  -0.39
C 15.163 11.926 15.004  -0.12
C 14.514 10.795 15.437  -0.02
S 16.436 13.278 13.009  1.04
O 17.339 12.791 11.876  -0.52
C 14.787 13.428 12.180  -0.25
C 14.281 12.280 11.496  -0.03
C 13.205 12.398 10.699  -0.02
C 12.537 13.645 10.563  -0.16
C 11.371 13.692 9.749  -0.03
C 10.632 14.860 9.687  -0.06
C 11.131 16.039 10.306  -0.07
C 12.273 15.999 11.061  -0.01
C 13.002 14.783 11.215  -0.10
C 14.232 14.674 11.981  -0.16
C 14.743 15.936 12.556  -0.16
C 15.503 16.817 11.732  -0.12
C 15.945 16.420 10.474  -0.04
C 16.675 17.205 9.622  -0.05
C 16.980 18.604 10.021  -0.09
C 16.612 18.992 11.274  -0.05
C 15.794 18.157 12.211  -0.12
C 15.346 18.633 13.460  -0.04
C 14.795 17.690 14.250  -0.07
C 14.413 16.376 13.845  -0.26
S 13.781 15.221 15.091  0.97
O 13.752 15.984 16.315  -0.47
C 12.184 14.967 14.429  -0.40
C 11.756 13.640 14.399  -0.05
C 10.444 13.409 13.984  -0.03
C 9.559 14.429 13.713  -0.28
C 8.191 14.082 13.294  -0.06
C 10.015 15.719 13.818  -0.03
C 11.322 16.005 14.189  -0.06
H 13.945 8.162 16.331  0.09
H 14.990 7.413 15.099  0.08
H 13.379 7.827 14.706  0.03
H 16.112 8.525 13.434  0.12
H 17.127 10.505 12.721  0.07
H 14.726 12.922 15.207  0.06
H 13.781 10.791 16.281  0.13
H 14.795 11.348 11.538  0.11
H 12.805 11.620 10.101  0.09
H 11.068 12.787 9.299  0.07
H 9.698 14.924 9.176  0.09
H 10.476 16.882 10.348  0.10
H 12.658 16.945 11.476  0.13
H 15.755 15.398 10.170  0.12
H 16.968 16.836 8.614  0.11
H 17.426 19.323 9.297  0.10
H 16.841 20.050 11.651  0.12
H 15.491 19.678 13.834  0.13
H 14.588 17.845 15.272  0.09
H 12.344 12.799 14.651  0.08
H 10.189 12.302 13.912  0.08
H 8.189 13.197 12.673  0.01
H 7.701 14.926 12.750  0.09
H 7.571 13.909 14.143  0.08
H 9.430 16.536 13.444  0.11
H 11.754 16.964 14.301  0.11
S 7.786 10.519 13.001  0.40
C 8.581 9.326 14.036  -0.71
C 7.765 8.557 14.922  -0.06
C 8.369 7.626 15.793  -0.18
C 7.642 6.960 16.860  -0.20
N 7.113 6.503 17.758  0.15
C 9.780 7.399 15.777  -0.19
C 10.514 8.035 14.781  -0.11
C 9.959 9.034 13.982  -0.71
S 11.240 9.804 13.049  0.40
C 10.417 6.531 16.744  -0.19
N 11.025 5.883 17.484  0.15
H 6.716 8.683 14.878  0.09
H 11.599 7.926 14.872  0.06

***

[2]
3 unconnected molecules or ions with the total composition C42H31BrF4N2O10 in a non-equilibrium geometry. Source: OMol25; level of theory: ωB97M-V/def2-TZVPD.

Its total energy is -148410.4073 eV. For the molar mass, the calculation gives 879.61 g/mol. Its charge is 0. The SMILES is CCCN[C@]1(CC(=O)Br)OC(=O)O[C@]1(CCC(F)=C(F)F)C(=O)NC(=O)F.O=C1c2ccccc2C(=O)c2ccccc21.O=C1c2ccccc2C(=O)c2ccccc21.

Each line ends with the Löwdin charge.
CARTESIAN COORDINATES (ANGSTROEM)
C 0.364 -0.340 5.165  -0.14
C 0.229 -1.137 3.740  -0.21
C -1.058 -2.174 3.657  -0.19
N -2.157 -1.732 2.720  -0.01
C -2.911 -0.517 3.210  -0.29
C -2.424 0.809 2.371  -0.03
C -1.417 1.814 3.186  -0.59
O -0.219 2.115 2.611  -0.12
Br -1.784 2.706 4.944  0.72
O -3.021 -0.418 4.703  -0.04
C -3.943 -1.407 5.317  -0.20
O -3.952 -1.831 6.583  0.07
O -4.848 -1.723 4.174  -0.01
C -4.480 -0.974 2.942  -0.22
C -5.644 0.163 2.783  -0.09
C -5.512 1.457 3.776  -0.10
C -6.517 1.424 5.087  -0.05
F -7.163 2.714 5.491  -0.05
C -6.871 0.219 5.884  0.00
F -7.774 -0.880 5.473  0.01
F -6.208 0.057 7.231  -0.02
C -4.772 -1.919 1.593  -0.19
O -4.177 -1.747 0.410  0.02
N -5.822 -2.998 1.737  0.14
C -5.250 -4.317 2.209  -0.19
O -5.897 -4.952 3.218  0.00
F -4.059 -4.959 1.590  0.01
H -0.471 -0.633 5.966  0.09
H 0.476 0.827 5.031  0.04
H 1.388 -0.696 5.664  0.08
H 0.170 -0.458 2.789  0.09
H 1.216 -1.793 3.610  0.11
H -0.614 -3.181 3.194  0.13
H -1.440 -2.492 4.739  0.14
H -1.844 -1.651 1.728  0.13
H -3.326 1.489 1.985  0.14
H -1.846 0.499 1.374  0.16
H -6.681 -0.366 3.043  0.14
H -5.723 0.446 1.626  0.15
H -5.862 2.403 3.137  0.14
H -4.428 1.705 4.141  0.07
H -6.568 -2.629 2.397  0.15
O 2.000 1.949 -0.816  0.07
C 2.374 3.064 -1.159  -0.27
C 1.598 4.263 -0.781  -0.08
C 0.438 4.123 -0.008  0.01
C -0.278 5.254 0.386  -0.05
C 0.160 6.524 0.013  -0.05
C 1.306 6.665 -0.772  0.01
C 2.023 5.531 -1.175  -0.08
C 3.223 5.689 -2.020  -0.28
O 3.565 6.799 -2.411  0.10
C 4.010 4.493 -2.381  -0.08
C 5.171 4.635 -3.152  0.01
C 5.940 3.514 -3.470  -0.05
C 5.553 2.252 -3.019  -0.05
C 4.388 2.106 -2.263  0.00
C 3.612 3.229 -1.947  -0.08
H 0.093 3.135 0.292  0.10
H -1.176 5.144 0.990  0.11
H -0.391 7.406 0.331  0.11
H 1.639 7.659 -1.063  0.12
H 5.482 5.617 -3.503  0.12
H 6.843 3.626 -4.065  0.11
H 6.157 1.380 -3.259  0.11
H 4.091 1.117 -1.918  0.11
O 2.907 -5.132 -2.906  0.10
C 3.015 -4.270 -3.770  -0.28
C 3.420 -4.633 -5.143  -0.09
C 3.660 -5.976 -5.463  0.01
C 4.004 -6.332 -6.768  -0.06
C 4.107 -5.352 -7.755  -0.06
C 3.884 -4.012 -7.435  0.01
C 3.546 -3.651 -6.125  -0.09
C 3.331 -2.229 -5.791  -0.28
O 3.496 -1.361 -6.641  0.09
C 2.907 -1.868 -4.424  -0.09
C 2.665 -0.525 -4.106  0.02
C 2.231 -0.177 -2.826  -0.08
C 2.039 -1.166 -1.862  -0.04
C 2.294 -2.504 -2.172  0.01
C 2.734 -2.855 -3.455  -0.09
H 3.577 -6.747 -4.699  0.12
H 4.186 -7.376 -7.016  0.11
H 4.362 -5.631 -8.775  0.11
H 3.972 -3.252 -8.210  0.12
H 2.808 0.252 -4.855  0.12
H 2.040 0.866 -2.582  0.08
H 1.692 -0.896 -0.867  0.11
H 2.144 -3.270 -1.413  0.12

***

[3]
A molecular structure, C42H31F2N8O5S2SeW in a non-equilibrium geometry. Source: OMol25; level of theory: ωB97M-V/def2-TZVPD.

Its total energy is -160489.1427 eV. For the molar mass, the calculation gives 1092.69 g/mol. Its charge is +1.

Each line ends with the Löwdin charge.
CARTESIAN COORDINATES (ANGSTROEM)
W -0.634 -0.830 0.742  1.58
N -4.249 -1.171 2.077  0.12
C -3.947 -1.986 1.051  -0.66
N -2.746 -2.147 0.519  0.03
C -2.814 -3.068 -0.526  -0.33
C -4.040 -3.627 -0.721  -0.34
S -5.187 -2.992 0.378  1.11
C -1.667 -3.374 -1.356  -0.34
C -1.670 -4.313 -2.342  -0.34
S -0.141 -4.390 -3.126  1.10
C 0.428 -3.117 -2.061  -0.69
N -0.473 -2.694 -1.198  0.02
N 1.692 -2.722 -2.137  0.11
H -3.752 -0.288 2.099  0.05
H -5.232 -1.100 2.297  0.10
H -4.332 -4.356 -1.446  0.08
H -2.466 -4.960 -2.640  0.07
H 2.281 -3.091 -2.863  0.11
H 2.007 -1.893 -1.639  -0.04
O -3.486 -0.242 -1.486  0.12
C -2.308 -0.341 -1.778  -0.49
O -1.361 -0.222 -0.865  -0.33
C -1.777 -0.696 -3.117  -0.18
C -2.606 -1.255 -4.113  0.02
C -2.020 -1.706 -5.265  0.01
C -0.621 -1.589 -5.422  -0.16
C 0.076 -2.082 -6.541  -0.03
C 1.436 -1.957 -6.618  -0.07
C 2.153 -1.308 -5.598  -0.07
C 1.510 -0.807 -4.501  -0.03
C 0.113 -0.957 -4.376  -0.23
N -0.475 -0.554 -3.239  0.19
H -3.666 -1.338 -3.931  0.12
H -2.603 -2.165 -6.051  0.12
H -0.483 -2.570 -7.325  0.12
H 1.965 -2.355 -7.471  0.11
H 3.225 -1.220 -5.687  0.11
H 2.035 -0.304 -3.704  0.10
F 2.624 -5.443 0.941  0.09
C 2.201 -4.302 1.515  -0.24
C 1.008 -3.743 1.089  -0.04
C 0.485 -2.546 1.607  -0.21
C 1.255 -2.005 2.715  -0.19
C 2.494 -2.567 3.068  -0.20
F 3.271 -1.957 3.996  0.06
C 2.995 -3.702 2.481  0.09
C 0.613 -0.934 3.440  -0.20
C 1.057 -0.377 4.645  -0.02
C 0.265 0.483 5.372  -0.02
C -1.043 0.703 4.910  -0.03
C -1.435 0.167 3.720  -0.08
N -0.635 -0.574 2.885  -0.04
H 0.484 -4.292 0.320  0.11
H 3.950 -4.105 2.775  0.14
H 2.017 -0.652 5.046  0.11
H 0.607 0.921 6.296  0.12
H -1.751 1.264 5.498  0.12
H -2.458 0.301 3.395  0.10
O 0.327 3.472 -0.214  0.07
C -0.978 3.685 -0.417  -0.24
C -1.343 4.770 -1.217  0.00
C -2.667 5.021 -1.497  -0.05
C -3.672 4.213 -0.971  -0.07
C -3.338 3.142 -0.179  0.00
C -1.995 2.859 0.109  -0.06
C -1.669 1.641 0.829  -0.54
O -2.523 0.761 1.146  -0.09
O -0.445 1.353 1.120  -0.22
H 0.450 2.646 0.293  0.06
H -0.558 5.388 -1.621  0.12
H -2.925 5.844 -2.144  0.11
H -4.706 4.418 -1.198  0.11
H -4.090 2.482 0.225  0.12
C 3.443 2.894 -0.481  -0.02
N 3.160 2.463 0.859  -0.10
C 3.054 1.180 1.217  -0.25
Se 1.535 -0.189 -0.141  0.73
N 2.871 1.121 2.546  0.12
C 2.911 2.391 3.077  -0.17
C 2.845 2.865 4.377  -0.01
C 2.978 4.230 4.551  -0.07
C 3.160 5.093 3.470  -0.07
C 3.227 4.630 2.171  0.01
C 3.100 3.260 1.983  -0.15
H 3.277 2.036 -1.133  0.07
H 4.482 3.222 -0.562  0.11
H 2.778 3.709 -0.762  0.09
H 2.829 0.264 3.072  0.11
H 2.719 2.198 5.214  0.10
H 2.944 4.637 5.548  0.11
H 3.278 6.148 3.658  0.11
H 3.371 5.306 1.345  0.12

***

Q: Among the records above, which one has the lowest charge?
A: C42H28HgN2O2S4

***

Q: Which of these has the highest total energy?
A: C42H28HgN2O2S4

***

Q: Look up the total energy of the second one.
A: -148410.4073 eV

***

Q: Which of these has the highest charge?
A: C42H31F2N8O5S2SeW